# C2HN3O3

A 2-piece molecular cluster, C2HN3O3 overall in a non-equilibrium geometry (ωB97M-V/def2-TZVPD, OMol25).

Cartesian coordinates (Å):
O: -0.02958 -0.03432 2.94996
O: -2.20839 -0.30905 3.02197
O: -1.17670 -2.07785 -1.04616
N: -1.09920 -0.29951 2.57896
N: -1.59921 -1.87850 0.20533
N: -0.31512 -1.11677 -1.41901
C: -1.01466 -0.83359 0.63158
C: -0.12961 -0.33320 -0.39744
H: 0.49625 0.53644 -0.26022

F_max   5.0 eV/Å
E_LUMO   -0.848 eV
E_tot   -466.541724 hartree
Kohn-Sham gap   10.31 eV
Spin multiplicity   1
Highest occupied orbital energy   -11.154 eV


# C59H101N11O7PS

C59H101N11O7PS as an isolated structure in a non-equilibrium geometry (ωB97M-V/def2-TZVPD, OMol25).

Cartesian coordinates (Å):
S: 1.83555 -1.75360 4.73899
P: 4.95360 -2.10620 3.15559
O: 4.76894 -2.93702 4.42186
O: -0.91221 1.64054 0.51561
O: 0.76929 3.11775 -0.15007
O: 6.41104 -1.16148 3.37367
O: -3.54919 4.90817 -0.17445
O: 5.25829 -0.46727 0.68969
O: 5.34573 -3.22245 1.86856
N: -2.74125 -3.60162 1.11432
N: 6.66171 -2.74010 0.55634
N: 3.62943 -1.11267 2.56723
N: 0.85257 -6.90685 -3.63589
N: 1.18486 6.81018 0.85592
N: -1.03409 -1.49116 9.46344
N: 0.25926 9.01156 -2.45832
N: -1.32530 -7.44592 0.06335
N: -2.27808 -5.22588 -9.19128
N: -5.90678 -4.29840 6.14753
N: -2.14086 8.81223 1.40158
C: -2.84661 9.04785 -2.30473
C: -1.29576 2.23574 -3.90220
C: 1.30476 -0.59335 10.52189
C: 3.39166 1.39171 -0.80291
C: 0.52439 4.27303 0.72548
C: -4.32615 -5.70697 1.02569
C: 8.72679 -2.44934 -1.20090
C: 2.34402 11.30997 -0.30346
C: -0.92556 -6.22140 -6.90691
C: 1.31007 -7.28018 -6.30219
C: -2.45356 2.20159 -2.72383
C: 3.93221 -0.34529 1.30454
C: -6.11314 -3.52983 7.05832
C: -4.67534 -6.05226 -10.17437
C: -0.40575 -7.29532 -0.71214
C: -3.89932 -1.97488 8.34817
C: 2.66456 -1.99806 8.89042
C: 2.75245 1.43961 -3.43484
C: 2.07275 -7.24767 -0.93896
C: 0.07561 9.79040 -1.53716
C: 1.30949 1.69619 -4.13154
C: -3.71442 3.16367 -3.05788
C: 2.39617 -0.60452 9.44960
C: -6.37091 -2.56966 8.19489
C: 0.74201 -7.10618 -1.68062
C: -4.10733 3.57534 -0.38634
C: 1.57070 5.45262 0.30718
C: 0.14522 2.19065 -3.11669
C: 1.14235 0.05592 2.53375
C: -3.34419 -5.59335 -9.62901
C: 10.25535 -1.56071 0.63161
C: -4.14418 9.12380 -1.50467
C: -1.44800 -0.77532 2.81086
C: -0.26958 0.22662 3.29512
C: 0.00619 -1.09250 9.93479
C: 2.24728 -6.21463 0.16990
C: 0.37250 1.87098 0.50872
C: -2.97106 9.31548 0.68066
C: -4.00776 9.94331 -0.21929
C: -4.77501 3.34518 -1.84361
C: 0.92539 11.85350 -0.43815
C: 2.29421 -0.90659 3.15589
C: -4.90671 -7.52063 -9.81082
C: -0.98389 -2.28277 2.44560
C: -5.08457 -4.47755 1.73931
C: 2.92087 0.62451 0.56157
C: 1.45879 0.85351 1.18513
C: -5.32327 -1.45438 8.17948
C: -1.52773 -2.70471 0.94200
C: 2.68862 0.58131 -2.05732
C: 7.58273 -2.60986 -0.22764
C: 0.58574 -6.20019 -7.10912
C: -4.04771 -3.27784 1.74584
C: 10.05959 -2.60289 -0.46472
C: -2.90463 -5.02045 0.67617
C: -0.13923 10.75510 -0.39610
C: 1.05764 -7.07256 -4.82776
C: -3.38091 5.19697 1.25083
C: -3.84304 -8.44937 -10.38736
H: 0.66363 -6.12229 -2.13895
H: -3.70972 10.97134 -0.44805
H: 8.64022 -3.20855 -1.98374
H: -1.54514 -3.01889 3.16934
H: -4.01285 6.13503 1.49194
H: 2.89413 -7.14224 -1.65552
H: 3.46920 -1.96180 8.15043
H: 1.78282 -2.40955 8.39057
H: 2.11346 0.06014 8.62541
H: 0.67103 3.90383 1.82155
H: 1.77306 7.01494 1.68344
H: -4.96582 9.97745 0.30765
H: 0.73832 12.56380 0.37352
H: -4.95560 3.43039 0.41137
H: -5.41046 2.36880 -1.78632
H: -2.19110 -0.86878 3.71666
H: 0.80392 -6.34198 -8.17242
H: 0.67201 -7.85637 -2.46470
H: 5.78543 0.32575 1.00579
H: 2.96375 -2.68865 9.68565
H: 1.49115 -3.07788 4.39092
H: 0.96042 0.78614 -4.78465
H: 0.84703 12.41093 -1.37829
H: -1.40156 -5.45400 -7.52298
H: -3.80501 -8.37231 -11.47899
H: -5.54130 -0.74799 8.98690
H: -2.08653 -0.26749 1.96508
H: -5.52867 4.22714 -2.03179
H: -2.27965 5.44574 1.53573
H: -7.37320 -2.14537 8.08485
H: 1.46804 2.57071 -4.89893
H: 3.37254 -0.36010 -2.21915
H: -4.15287 -2.20130 2.14589
H: -0.72230 -3.37317 0.43731
H: 0.17193 6.85206 1.07470
H: 2.38664 -7.23252 -6.49132
H: 0.95888 -8.27601 -6.59056
H: -1.76539 -1.76218 0.29023
H: -1.13700 11.19542 -0.48234
H: -1.34531 -7.19319 -7.18797
H: -1.39348 3.14586 -4.60545
H: 4.53888 1.30435 -0.99893
H: 1.15959 0.42281 10.89998
H: -1.46971 1.27291 -4.54479
H: 10.20952 -0.54637 0.22123
H: -5.38804 -0.89733 7.23797
H: 0.13956 -2.50672 2.57789
H: -4.92218 9.57088 -2.13176
H: -4.68425 -6.77809 0.80310
H: -6.17130 -4.49047 2.13913
H: -3.69736 4.31385 1.94799
H: -0.20166 0.18905 4.45699
H: 3.38801 0.82189 -4.20657
H: -0.64167 1.31449 3.04999
H: -2.05401 8.54609 -1.74487
H: 8.66035 -1.46483 -1.67443
H: 0.96673 -5.21102 -6.83129
H: 2.67291 5.18850 0.59250
H: 9.49617 -1.65044 1.41415
H: -3.19024 -1.14361 8.35989
H: -0.09067 10.20843 0.55032
H: -3.30461 2.76125 -0.12902
H: -2.81991 1.10982 -2.50704
H: 2.18824 -5.19646 -0.22981
H: 11.23024 -1.69078 1.10953
H: -5.88843 -7.83045 -10.18276
H: -1.19673 -6.01670 -5.86662
H: 3.06720 12.13036 -0.30975
H: 1.63852 0.17118 -1.80156
H: 2.15100 -8.25066 -0.50451
H: -4.68368 -5.91916 -11.26057
H: -4.47059 8.10612 -1.26249
H: -3.61084 -2.63545 7.52531
H: 1.58725 -1.23160 11.36475
H: 6.02655 -3.85019 2.23713
H: -4.06440 -9.48816 -10.12694
H: 1.52937 5.54456 -0.85201
H: -0.00349 1.50669 -2.18789
H: -2.14978 -5.69666 0.12038
H: -2.49356 10.04721 -2.57981
H: -4.92441 -7.63498 -8.72123
H: 10.87827 -2.51777 -1.18622
H: 3.15059 2.52309 -0.80302
H: -3.35857 4.24415 -3.35373
H: 3.22190 -6.33523 0.65178
H: -1.92221 2.64239 -1.77694
H: -3.00321 8.47768 -3.22464
H: 3.37126 2.41957 -3.25879
H: 1.48552 -6.32441 0.94720
H: 2.46456 10.75639 0.63366
H: 6.16070 -0.22160 3.61616
H: -3.79232 -2.52716 9.28738
H: -6.33628 -3.11651 9.14219
H: -4.29937 2.67387 -3.94081
H: -0.58344 4.60107 0.52636
H: 3.32264 -0.20932 9.87820
H: 2.60162 10.64440 -1.13227
H: -5.46941 -5.43060 -9.75057
H: 0.33171 3.26619 -2.68526
H: 10.12505 -3.60204 -0.01988
H: -2.84953 -8.22049 -9.99107

F_max   15.8 eV/Å
E_LUMO   -5.354 eV
E_tot   -4176.123004 hartree
Charge   +1
Kohn-Sham gap   2.88 eV
Spin multiplicity   1
Highest occupied orbital energy   -8.237 eV


- Look up the spin multiplicity of the second one.
  1